Entry 1
Here is a gas-phase ion, C4H10N2O (charge -1) from OMol25. Energies are from ωB97M-V/def2-TZVPD.

```
! wB97M-V def2-TZVPD RIJCOSX def2/J DEFGRID3
* xyz -1 2
C 1.212 -1.671 1.129
N 1.007 -1.177 -0.209
C -1.463 -0.590 -0.228
C 0.021 -0.198 -0.506
C 0.391 1.154 0.093
N -0.362 2.324 -0.394
O 0.444 -1.328 2.038
H 2.177 -2.219 1.281
H 1.336 -1.737 -1.010
H -2.129 -0.159 -0.839
H -1.636 -0.361 0.910
H -1.689 -1.643 -0.275
H 0.172 -0.064 -1.617
H 0.340 1.033 1.177
H 1.506 1.279 -0.222
H 0.053 2.849 -1.139
H -1.382 2.510 -0.190
*
```

Values from the calculation:
* highest occupied orbital energy (alpha / beta): 1.64 / -3.79 eV
* ⟨S²⟩: 0.754

Results of the Löwdin charge analysis, in e, for atoms 1 through 4: -0.54, -0.06, -0.10, -0.46

Entry 2
Here is a gas-phase ion, C4H10N2O (charge -1) from OMol25. Energies are from ωB97M-V/def2-TZVPD.

```
! wB97M-V def2-TZVPD RIJCOSX def2/J DEFGRID3
* xyz -1 2
N -2.687 0.209 -1.373
C -2.385 0.582 0.024
C -0.943 1.065 0.137
N -0.046 -0.049 -0.054
C 1.374 0.179 0.229
C 2.102 -1.067 0.716
O 3.372 -1.200 0.543
H -2.620 -0.796 -1.486
H -3.657 0.410 -1.583
H -3.074 1.371 0.319
H -2.494 -0.279 0.690
H -0.858 1.855 -0.637
H -0.770 1.482 1.125
H -0.188 -0.492 -0.949
H 1.449 0.992 0.980
H 1.924 0.480 -0.679
H 1.548 -1.581 1.523
*
```

Values from the calculation:
* highest occupied orbital energy (alpha / beta): 0.45 / -2.88 eV
* ⟨S²⟩: 0.753

Results of the Löwdin charge analysis, in e, for atoms 1 through 4: -0.02, -0.30, -0.29, -0.10

The most stable of them is entry 2.

Entry 1
Here is a gas-phase ion, C8H16NO (charge +1) from OMol25. Energies are from ωB97M-V/def2-TZVPD.

```
! wB97M-V def2-TZVPD RIJCOSX def2/J DEFGRID3
* xyz 1 1
C -0.074 -0.839 -2.431
C 1.131 -1.388 -2.726
C -0.863 -0.430 -1.265
C 2.305 -1.483 -1.988
C 0.955 0.989 0.830
C -1.624 1.321 1.083
C -0.402 -0.243 2.473
C -0.438 0.345 1.097
N -0.575 -0.672 0.086
O 3.492 -1.811 -2.336
H -0.587 -0.700 -3.316
H 1.219 -1.644 -3.809
H -1.238 0.705 -1.473
H -1.846 -0.963 -1.431
H 2.132 -1.760 -0.943
H 1.707 0.488 1.363
H 1.130 1.045 -0.262
H 0.923 1.964 1.267
H -1.551 2.309 0.461
H -1.904 1.513 2.099
H -2.436 0.713 0.567
H 0.027 0.472 3.241
H -1.573 -0.454 2.601
H 0.170 -1.106 2.520
H 0.045 -1.467 0.349
H 3.842 -1.682 -3.230
*
```

Values from the calculation:
* highest occupied orbital energy (alpha / beta): -12.25 / -12.25 eV

Results of the Löwdin charge analysis, in e, for atoms 1 through 4: 0.02, -0.04, -0.22, -0.08

Entry 2
Here is 2 unconnected molecules or ions with the total composition C8H16NO from OMol25. Energies are from ωB97M-V/def2-TZVPD.

```
! wB97M-V def2-TZVPD RIJCOSX def2/J DEFGRID3
* xyz 1 1
C 0.914 -1.544 2.954
C 0.585 1.018 0.949
C 1.542 0.409 -0.985
C -0.761 0.882 0.213
C 0.349 0.131 -1.822
C 1.700 0.664 0.361
C -0.873 -0.123 -0.917
C -0.946 -1.427 -0.261
N -1.065 -0.588 2.875
O -0.460 -1.847 2.683
H 1.111 -1.360 3.888
H 0.586 1.696 1.747
H 1.105 -0.797 2.232
H 1.297 -2.588 2.512
H 2.453 0.370 -1.523
H -1.429 0.604 1.097
H -1.069 1.863 -0.014
H 0.109 0.854 -2.550
H 0.676 -0.724 -2.422
H 2.691 0.787 0.764
H -1.777 0.154 -1.378
H -1.927 -1.615 0.222
H -0.163 -1.408 0.434
H -0.896 -2.249 -1.049
H -2.033 -0.661 2.538
H -1.113 -0.429 3.930
*
```

Values from the calculation:
* highest occupied orbital energy: -12.76 eV

Results of the Löwdin charge analysis, in e, for atoms 1 through 4: -0.05, 0.05, 0.11, -0.12

The most stable of them is entry 1.

Entry 1
Here is C5H10N2O3S in the gas phase from OMol25. Energies are from ωB97M-V/def2-TZVPD.

```
! wB97M-V def2-TZVPD RIJCOSX def2/J DEFGRID3
* xyz 0 1
C 1.210 1.768 -0.076
C -0.365 -0.069 -0.457
C 0.010 -0.010 -1.877
C -1.285 -1.126 0.028
C 0.111 0.643 1.811
N 2.444 1.351 0.002
N 0.235 0.707 0.379
O 0.728 2.834 -0.382
O 2.482 -1.064 1.190
O 2.739 -0.976 -1.219
S 3.247 -0.510 0.075
H -0.664 -0.579 -2.508
H 1.024 -0.458 -1.934
H 0.103 1.012 -2.238
H -2.102 -0.697 0.608
H -0.731 -1.802 0.682
H -1.696 -1.696 -0.800
H 0.373 1.615 2.225
H -0.898 0.378 2.120
H 0.829 -0.104 2.168
H 3.120 2.048 -0.280
*
```

Values from the calculation:
* highest occupied orbital energy: -9.22 eV

Results of the Löwdin charge analysis, in e, for atoms 1 through 4: -0.61, -0.25, 0.01, 0.01

Entry 2
Here is a molecular structure, C5H10N2O3S from OMol25. Energies are from ωB97M-V/def2-TZVPD.

```
! wB97M-V def2-TZVPD RIJCOSX def2/J DEFGRID3
* xyz 0 1
C 2.373 0.887 -1.385
C 1.246 0.944 -0.585
C -0.427 -0.414 0.484
C -0.357 -1.896 0.743
C -1.887 0.253 0.216
H 4.144 -0.834 -1.915
H 2.746 -1.164 -0.309
H 1.653 1.236 -2.507
H 3.004 1.896 -1.005
H 0.556 -0.814 -1.475
H 0.160 -0.038 1.426
H -2.453 -0.251 1.131
H -2.453 -0.371 -0.519
H -0.803 2.336 0.228
H -1.285 -3.147 2.059
N 2.902 -0.467 -1.503
N 0.452 -0.210 -0.554
O 1.021 1.775 0.211
O -0.018 -2.838 0.099
O -1.156 -2.132 1.748
S -2.076 2.051 0.249
*
```

Values from the calculation:
* highest occupied orbital energy: -8.79 eV

Results of the Löwdin charge analysis, in e, for atoms 1 through 4: -0.31, -0.67, -0.30, -0.56

The most stable of them is entry 1.

Entry 1
Here is a gas-phase ion, CH3N5O (charge +2) from OMol25. Energies are from ωB97M-V/def2-TZVPD.

```
! wB97M-V def2-TZVPD RIJCOSX def2/J DEFGRID3
* xyz 2 1
N -0.623 1.036 -0.022
C 0.212 0.186 0.322
N 1.092 0.044 1.303
N 1.696 -1.001 1.207
N 1.295 -1.766 0.232
N 0.339 -1.202 -0.417
O -0.287 -1.504 -1.336
H -0.676 1.822 0.538
H -1.264 0.864 -0.789
H 1.591 -2.816 0.312
*
```

Values from the calculation:
* highest occupied orbital energy: -22.19 eV
* SMILES: [NH2+]=C1N=NN[N+]1=O

Results of the Löwdin charge analysis, in e, for atoms 1 through 4: 0.47, -0.08, 0.20, 0.20

Entry 2
Here is a gas-phase ion, CH3N5O (charge +2) from OMol25. Energies are from ωB97M-V/def2-TZVPD.

```
! wB97M-V def2-TZVPD RIJCOSX def2/J DEFGRID3
* xyz 2 1
N -1.454 0.463 -0.378
C -0.285 0.167 0.001
N 0.353 -0.334 1.362
N 1.562 -0.514 1.142
N 1.903 -0.563 -0.071
N 1.022 -0.108 -0.844
O 0.990 0.053 -1.987
H -2.429 0.338 -0.111
H -1.348 0.947 -1.235
H -0.314 -0.450 2.121
*
```

Values from the calculation:
* highest occupied orbital energy (alpha / beta): -22.45 / -22.45 eV
* SMILES: [NH2+]=C1NN=N[N+]1=O

Results of the Löwdin charge analysis, in e, for atoms 1 through 4: 0.42, 0.10, 0.23, 0.19

The most stable of them is entry 1.